[1]
53
Properties=species:S:1:pos:R:3:forces:R:3:mulliken_charge:R:1 method="wB97M-V/def2-TZVPD" smiles="CCOC(=O)N1CCC(NC(=O)Cn2cc3c(n2)CCCCC3)CC1" multiplicity=1 largest_force_ev_per_a=0.664 homo_ha=-0.3262 relative_energy_kj_mol=29.8
C 6.9200 1.6358 0.9597 -0.3 -0.1 -0.3 -1.115
C 6.2595 1.6335 -0.4118 0.3 0.4 0.2 -0.282
O 5.2029 0.6795 -0.4861 -0.2 -0.2 0.1 -0.405
C 4.0111 1.0826 0.0183 0.0 -0.1 -0.2 0.590
O 3.8086 2.1769 0.4929 0.1 0.4 0.2 -0.670
N 3.0712 0.1207 -0.0984 0.0 -0.1 -0.1 0.308
C 3.3689 -1.2039 -0.6071 0.2 -0.3 -0.3 -0.681
C 2.0783 -1.8991 -1.0206 0.1 0.0 0.2 -0.975
C 1.1273 -2.0852 0.1733 0.1 -0.2 0.1 -0.245
N -0.2379 -2.1108 -0.3016 0.3 0.3 -0.2 -0.034
C -1.1128 -3.0807 -0.0047 -0.4 0.3 -0.2 0.799
O -0.8525 -4.1148 0.5706 0.0 -0.5 0.2 -0.691
C -2.5316 -2.7701 -0.5302 0.4 -0.5 -0.1 -0.793
N -2.9383 -1.4243 -0.2431 -0.4 0.4 0.2 0.480
C -3.9429 -1.0096 0.5549 0.1 0.3 0.0 -0.638
C -3.9170 0.3686 0.5687 0.0 -0.3 0.1 0.615
C -2.8361 0.7086 -0.2658 -0.1 -0.3 0.1 0.352
N -2.2628 -0.3852 -0.7463 0.1 0.3 -0.5 -1.014
C -2.3552 2.0717 -0.6135 -0.1 0.0 -0.2 -0.536
C -3.4706 2.9473 -1.1917 0.1 0.2 0.2 -0.851
C -4.4999 3.4116 -0.1605 -0.2 -0.1 -0.3 -0.594
C -5.4621 2.3297 0.3320 0.1 0.2 0.3 -0.720
C -4.8236 1.3108 1.2808 -0.1 0.0 -0.2 -0.953
C 1.3190 -0.9491 1.1939 0.0 0.0 -0.1 -0.881
C 1.7649 0.3289 0.4958 -0.1 0.2 0.3 -0.874
H 6.2023 1.9557 1.7108 0.0 0.0 0.1 0.305
H 7.2752 0.6385 1.2086 0.1 -0.1 0.0 0.290
H 7.7605 2.3239 0.9588 0.1 0.1 0.0 0.382
H 5.8593 2.6274 -0.6369 0.1 -0.2 0.0 0.328
H 6.9656 1.3310 -1.1884 -0.1 0.1 0.1 0.313
H 4.0375 -1.1033 -1.4650 -0.1 -0.1 0.1 0.538
H 3.8890 -1.7980 0.1558 0.0 0.0 -0.1 0.260
H 2.3120 -2.8648 -1.4678 0.0 0.0 -0.1 0.419
H 1.5790 -1.2925 -1.7784 0.0 0.0 -0.1 0.343
H 1.2982 -3.0517 0.6579 0.0 0.2 -0.1 0.415
H -0.6221 -1.2535 -0.7035 0.1 -0.2 0.1 0.466
H -2.5245 -2.9300 -1.6145 -0.1 0.0 0.1 0.236
H -3.2340 -3.4664 -0.0705 0.1 0.1 0.0 0.284
H -4.5941 -1.7031 1.0478 -0.1 -0.2 0.1 0.416
H -1.9476 2.5530 0.2808 0.1 0.0 0.0 0.317
H -1.5492 1.9743 -1.3431 0.0 0.0 0.1 0.289
H -3.0090 3.8338 -1.6332 0.0 0.0 -0.1 0.374
H -3.9761 2.4035 -1.9930 0.0 0.0 -0.1 0.345
H -5.0957 4.2064 -0.6172 0.0 0.0 0.1 0.317
H -3.9790 3.8465 0.6963 0.0 0.1 0.0 0.296
H -6.2815 2.8208 0.8629 0.0 0.0 0.0 0.347
H -5.8909 1.8051 -0.5251 -0.1 0.0 0.0 0.373
H -4.2629 1.8467 2.0531 -0.1 0.0 0.1 0.296
H -5.6084 0.7353 1.7768 0.0 0.1 0.1 0.359
H 2.0722 -1.2345 1.9289 0.0 0.0 0.1 0.339
H 0.3822 -0.7756 1.7244 0.0 0.0 0.0 0.446
H 1.0383 0.6153 -0.2744 0.0 0.1 0.1 0.261
H 1.8548 1.1596 1.1993 -0.1 -0.1 -0.1 0.455


[2]
52
Properties=species:S:1:pos:R:3:forces:R:3:mulliken_charge:R:1 method="wB97M-V/def2-TZVPD" smiles="C=C(C)c1cccc(C(C)(C)NC(=O)N2CCN(CC)CC2)c1" multiplicity=1 largest_force_ev_per_a=0.488 homo_ha=-0.3113 relative_energy_kj_mol=92.7
C 1.1274 -2.6489 -1.6926 0.0 0.0 0.0 -0.911
C -0.0931 -2.8649 -2.1737 0.3 -0.2 -0.1 0.922
C -0.3470 -3.9447 -3.1869 0.1 0.0 0.0 -1.652
C -1.2481 -2.0524 -1.7569 -0.3 0.3 0.2 0.251
C -2.3194 -1.8190 -2.6180 0.0 0.0 0.0 -0.636
C -3.3900 -1.0528 -2.2018 -0.1 0.0 -0.1 -1.076
C -3.4181 -0.5022 -0.9312 0.0 0.0 0.1 -0.577
C -2.3641 -0.7208 -0.0529 -0.1 0.1 -0.1 -0.038
C -2.3147 -0.1365 1.3565 -0.1 -0.2 0.1 1.678
C -3.4717 0.8283 1.6396 0.2 -0.2 0.0 -2.323
C -2.3645 -1.2674 2.3871 0.1 0.0 -0.1 -1.649
N -1.0962 0.6672 1.5059 -0.2 0.4 0.0 0.164
C 0.1660 0.2546 1.8072 0.1 0.3 0.2 0.648
O 0.4750 -0.9034 2.0310 0.0 -0.5 0.0 -0.685
N 1.1079 1.2563 1.9239 0.2 0.1 0.1 0.013
C 0.9670 2.6363 1.5247 -0.2 0.2 -0.4 -1.202
C 1.4816 2.8295 0.0951 -0.1 0.1 0.2 -0.454
N 2.8855 2.4646 0.0538 -0.1 0.0 0.0 -0.004
C 3.4958 2.7573 -1.2324 0.2 0.1 0.0 -0.446
C 5.0173 2.7944 -1.1449 -0.3 0.0 -0.1 -1.305
C 3.0458 1.0747 0.4499 0.1 0.0 0.3 -0.535
C 2.5008 0.8608 1.8631 0.2 -0.4 -0.2 -1.317
C -1.2983 -1.5035 -0.4783 0.0 -0.1 -0.2 -0.263
H 1.3394 -1.8696 -0.9819 0.0 0.2 0.2 -0.034
H 1.9668 -3.2511 -1.9977 0.1 -0.2 -0.1 0.295
H 0.4949 -4.6309 -3.2294 0.0 0.0 0.0 0.420
H -0.4829 -3.5150 -4.1794 -0.1 0.0 -0.1 0.312
H -1.2465 -4.5030 -2.9332 -0.1 -0.1 0.0 0.367
H -2.3151 -2.2229 -3.6189 0.0 -0.1 -0.1 0.360
H -4.2169 -0.8771 -2.8755 0.0 0.0 -0.1 0.376
H -4.2732 0.0874 -0.6418 -0.1 0.1 0.1 0.436
H -4.4204 0.2992 1.6318 -0.1 0.0 -0.1 0.433
H -3.3355 1.2687 2.6253 0.0 0.0 0.1 0.450
H -3.5069 1.6310 0.9047 -0.1 0.1 -0.1 0.528
H -2.3601 -0.8525 3.3924 0.0 0.0 0.1 0.395
H -3.2738 -1.8458 2.2424 -0.1 0.0 0.0 0.433
H -1.5053 -1.9203 2.2841 0.0 -0.1 0.0 0.342
H -1.2006 1.5967 1.1366 0.1 0.0 0.0 0.296
H -0.0588 2.9909 1.6272 0.0 0.0 0.1 0.434
H 1.5937 3.2321 2.1975 -0.1 0.0 -0.1 0.399
H 1.3828 3.8790 -0.1933 0.0 0.0 0.0 0.542
H 0.8754 2.2161 -0.6002 0.0 0.1 0.0 0.261
H 3.1815 2.0329 -2.0052 -0.1 0.1 0.0 0.302
H 3.1425 3.7456 -1.5397 0.0 -0.1 0.0 0.409
H 5.4353 1.8015 -1.0051 0.1 -0.1 0.0 0.325
H 5.3199 3.4211 -0.3106 0.1 0.1 0.1 0.333
H 5.4262 3.2080 -2.0633 0.1 0.0 -0.1 0.422
H 4.1060 0.8230 0.4358 0.0 -0.1 0.0 0.433
H 2.5155 0.3991 -0.2473 0.0 0.0 0.0 0.326
H 2.5670 -0.1910 2.1420 0.1 0.2 0.0 0.512
H 3.0683 1.4678 2.5738 0.0 0.0 0.0 0.393
H -0.4929 -1.7055 0.2082 0.1 0.0 0.1 0.898


[3]
41
Properties=species:S:1:pos:R:3:forces:R:3:mulliken_charge:R:1 method="wB97M-V/def2-TZVPD" multiplicity=5 largest_force_ev_per_a=2.207 homo_ha="-0.2782 / -0.2507" relative_energy_kj_mol=68.9
Fe 0.2108 0.2267 0.1556 0.3 -0.6 -0.1 1.156
O 2.1845 0.6039 -0.2625 -1.4 0.5 0.0 -0.890
H 1.9455 1.4471 -0.6944 0.9 -0.4 0.3 0.163
O -1.6940 -0.3273 0.2566 -0.5 0.1 -0.1 -0.784
H -2.5899 0.0509 0.3505 1.1 -0.2 0.0 0.084
C 0.8294 2.6204 3.6132 -0.6 -0.2 0.2 -1.201
C -0.3114 1.8490 2.8883 1.3 0.3 1.7 -0.075
O -0.0827 1.8889 1.5178 -0.4 -0.1 -0.6 -0.326
H 0.9437 3.6454 3.2605 -0.5 0.3 0.1 0.378
H 1.8405 2.2357 3.4794 -0.2 -0.7 -0.2 0.292
H 0.6012 2.6078 4.6789 0.1 0.3 0.1 0.367
H -1.2999 2.2029 3.1813 -0.1 0.5 -0.2 0.289
H -0.3177 0.8265 3.2657 0.3 -0.2 -0.6 0.048
H 0.0674 2.8019 1.2620 0.1 0.0 -0.2 0.265
C 0.9508 -3.4011 2.4362 -0.2 -1.0 0.0 -1.179
C 0.2034 -2.1180 2.5899 -0.3 0.6 -0.5 -0.297
O 0.8256 -1.1605 1.7179 0.1 -0.2 0.8 -0.164
H 0.4984 -4.1884 3.0392 0.1 -0.1 0.2 0.382
H 1.9997 -3.2884 2.7103 0.0 0.0 0.2 0.353
H 0.9399 -3.7617 1.4076 -0.1 0.2 -0.1 0.255
H 0.2679 -1.7208 3.6029 -0.1 -0.1 0.3 0.302
H -0.8495 -2.1500 2.3098 0.1 -0.2 -0.1 0.287
H 1.6803 -1.0565 2.1424 0.5 0.6 -0.7 0.167
C 0.4971 -1.2752 -3.8869 0.2 -0.5 -0.5 -1.050
C 0.7729 -2.0127 -2.5855 1.2 0.6 -0.7 -0.367
O 0.1848 -1.3873 -1.4870 -0.7 -0.3 0.3 -0.297
H 1.0445 -1.7748 -4.6861 -0.1 -0.2 -0.2 0.448
H 0.8384 -0.2422 -3.9535 -0.1 0.0 0.6 0.164
H -0.5666 -1.3394 -4.1159 0.0 0.2 -0.1 0.291
H 1.8445 -2.0121 -2.3862 0.0 -0.1 0.0 0.314
H 0.4450 -3.0463 -2.6963 -0.1 -0.2 0.1 0.287
H -0.7580 -1.5557 -1.5519 -0.5 0.3 0.5 0.224
C -1.9986 1.1379 -3.0282 0.7 0.1 0.9 -0.739
C -1.4693 2.0992 -1.9522 -1.3 0.4 -0.3 -0.517
O -0.2465 1.6573 -1.3886 -0.2 0.8 -0.4 -0.186
H -1.1567 0.8948 -3.6765 -0.3 0.1 -0.4 0.057
H -2.8651 1.5212 -3.5671 0.2 0.1 -0.1 0.438
H -2.2777 0.2199 -2.5110 -0.1 -0.1 -0.1 0.147
H -2.2124 2.2218 -1.1643 0.2 -0.5 0.3 0.289
H -1.3851 3.1291 -2.2991 0.4 0.0 -0.5 0.412
H 0.4648 1.9300 -1.9728 0.2 -0.2 -0.1 0.212


[4]
51
Properties=species:S:1:pos:R:3:forces:R:3:mulliken_charge:R:1 method="wB97M-V/def2-TZVPD" smiles="C=CCOC(=O)C1=C[C@H](c2ccccc2)[C@@H](CCCO)[C@H](OCC)O1" multiplicity=1 largest_force_ev_per_a=0.779 homo_ha=-0.3272 relative_energy_kj_mol=21.0
C -3.7410 5.2229 0.9465 0.0 0.1 0.0 -0.687
C -3.5541 4.4024 -0.0685 0.1 -0.3 -0.1 -0.068
C -3.9898 2.9680 -0.0746 -0.3 0.2 0.3 -0.527
O -2.8981 2.0987 -0.3980 0.1 -0.1 -0.2 -0.293
C -2.0825 1.7717 0.6171 -0.1 0.1 0.3 0.110
O -2.2426 2.1349 1.7530 0.1 -0.1 -0.1 -0.580
C -0.9771 0.8854 0.1637 0.2 -0.2 -0.3 0.651
C -0.8943 0.3721 -1.0664 0.1 0.2 0.3 -1.061
C 0.2276 -0.5165 -1.4975 0.1 -0.2 0.2 0.517
C -0.2207 -1.9485 -1.7183 -0.1 0.0 -0.2 -0.309
C -1.4367 -2.4240 -1.2501 0.0 0.0 -0.1 -0.163
C -1.8027 -3.7418 -1.4608 -0.1 0.0 0.0 -0.902
C -0.9602 -4.6004 -2.1444 0.0 -0.1 0.0 -0.468
C 0.2525 -4.1323 -2.6204 0.1 -0.1 0.0 -0.779
C 0.6167 -2.8151 -2.4103 -0.1 0.1 0.0 -0.325
C 1.3868 -0.4342 -0.4804 -0.2 0.2 0.1 0.161
C 2.2395 0.8167 -0.7210 0.1 -0.2 0.3 -1.178
C 3.5330 0.8422 0.0897 0.0 0.3 -0.3 -0.334
C 4.4193 2.0223 -0.3176 -0.4 -0.2 0.0 -0.637
O 5.6370 2.0553 0.3857 0.4 0.0 0.3 -0.526
C 0.7940 -0.4416 0.9357 0.7 -0.3 0.0 -0.702
O 0.1361 -1.6580 1.1119 0.1 0.2 -0.1 -0.171
C -0.3929 -1.8867 2.4117 -0.1 -0.1 0.3 -0.309
C 0.6583 -2.3719 3.4050 -0.2 0.1 -0.4 -1.237
O -0.0647 0.6558 1.1551 -0.3 0.3 -0.1 -0.473
H -3.4127 6.2475 0.9155 0.1 0.2 -0.1 0.271
H -4.2316 4.9015 1.8498 -0.1 -0.1 0.2 0.236
H -3.0447 4.7231 -0.9673 0.1 0.1 -0.1 0.323
H -4.7283 2.7905 -0.8621 0.1 0.0 0.1 0.314
H -4.4004 2.6879 0.9006 0.0 0.0 -0.2 0.339
H -1.6682 0.5918 -1.7826 -0.1 0.1 0.0 0.586
H 0.5994 -0.1475 -2.4624 0.0 0.0 0.1 0.981
H -2.0968 -1.7631 -0.7092 0.0 0.0 0.1 0.443
H -2.7513 -4.1000 -1.0877 -0.1 0.0 0.0 0.399
H -1.2465 -5.6292 -2.3067 0.0 -0.1 0.0 0.393
H 0.9154 -4.7942 -3.1587 0.0 -0.1 0.0 0.394
H 1.5629 -2.4546 -2.7900 0.1 0.1 0.0 0.443
H 2.0094 -1.3280 -0.5715 0.0 0.0 0.0 0.892
H 2.4996 0.8575 -1.7815 -0.1 0.0 -0.1 0.635
H 1.6485 1.7058 -0.4903 0.0 0.1 -0.1 0.186
H 4.0888 -0.0849 -0.0662 0.0 0.0 0.1 0.189
H 3.3088 0.9264 1.1558 0.0 0.0 0.1 0.434
H 4.6970 1.9403 -1.3711 -0.1 0.0 0.0 0.316
H 3.8670 2.9634 -0.1779 0.0 -0.1 -0.1 0.311
H 5.4490 2.1152 1.3291 0.0 0.0 -0.1 0.329
H 1.5827 -0.3107 1.6926 -0.2 0.0 -0.1 0.160
H -1.1506 -2.6597 2.2616 0.0 0.1 0.1 0.399
H -0.8786 -0.9758 2.7806 0.0 -0.1 -0.1 0.323
H 0.1746 -2.6426 4.3392 0.0 0.0 0.1 0.430
H 1.3919 -1.5958 3.6094 0.1 0.0 0.1 0.285
H 1.1717 -3.2425 3.0043 0.1 -0.1 0.0 0.280


[5]
16
Properties=species:S:1:pos:R:3:forces:R:3:mulliken_charge:R:1 method="wB97M-V/def2-TZVPD" multiplicity=1 largest_force_ev_per_a=3.231 homo_ha=-0.2688 relative_energy_kj_mol=535.8
C -1.3715 0.6776 -1.5066 0.0 0.1 -0.2 -1.452
C -1.1357 -0.1246 -0.2545 -0.5 0.0 0.1 0.482
C 0.1175 -0.8966 -0.1238 -0.4 1.5 1.1 -0.982
C 1.7561 -0.1855 1.7619 -0.3 2.3 2.3 -0.328
O 2.5414 0.3817 0.8664 0.0 -2.3 -0.6 -0.255
C -0.2254 0.4737 0.8133 -1.3 -1.6 -1.3 -0.754
H -1.7150 0.0378 -2.3306 0.0 0.2 0.2 0.343
H -0.4427 1.1688 -1.8303 -0.2 -0.1 0.1 0.311
H -2.1188 1.4631 -1.3343 0.1 -0.2 -0.1 0.342
H -2.0264 -0.6272 0.1277 0.1 0.1 -0.1 0.406
H 0.8509 -0.8178 -0.9249 0.0 0.2 0.2 0.408
H 0.0709 -1.8678 0.3637 0.0 0.3 0.0 0.370
H 1.5292 -1.2559 1.8350 0.9 -0.4 -1.4 0.203
H 2.6831 -0.2668 0.1403 0.6 0.6 0.0 0.310
H -0.5935 0.3494 1.8300 0.3 -0.1 -0.3 0.282
H 0.0801 1.4901 0.5668 0.6 -0.6 0.0 0.314


[6]
15
Properties=species:S:1:pos:R:3:forces:R:3:mulliken_charge:R:1 method="wB97M-V/def2-TZVPD" smiles="N[C@@H]1[C@H]2CSC(=S)[C@H]12" multiplicity=1 largest_force_ev_per_a=5.972 homo_ha=-0.3045 relative_energy_kj_mol=504.9
N 2.2825 1.0008 -0.0799 0.6 -1.5 -0.9 -0.598
C 1.1301 0.0481 0.2502 2.4 -0.6 2.7 0.336
C -0.0607 -0.4722 -0.4969 0.5 1.2 -2.1 -0.112
C -1.0763 -1.6339 -0.3926 0.7 4.3 4.1 -0.722
S -2.6854 -0.4228 0.0533 1.9 0.1 -0.2 -0.059
C -1.5065 0.9380 0.3424 -0.3 3.4 -0.9 0.022
S -1.7859 2.6049 -0.1278 0.4 -3.6 1.2 -0.213
C -0.2409 0.3161 0.8480 -1.5 1.1 -1.9 -0.629
H 2.1359 1.7831 -0.7132 -1.2 -0.1 0.3 0.246
H 3.2139 0.6344 -0.5095 -2.5 -0.3 1.4 0.249
H 1.4170 -0.6680 1.0980 0.7 0.9 -1.7 0.209
H -0.0248 0.2794 -1.3823 -1.2 -1.6 1.2 0.257
H -1.4994 -2.1048 -1.2042 0.0 -1.9 -1.5 0.495
H -0.7975 -1.9315 0.6700 -0.9 -1.5 -1.9 0.203
H -0.5020 -0.3716 1.6446 0.4 0.0 0.1 0.316


[7]
12
Properties=species:S:1:pos:R:3:forces:R:3:mulliken_charge:R:1 method="wB97M-V/def2-TZVPD" smiles=CO.CO multiplicity=1 largest_force_ev_per_a=1.017 homo_ha=-0.3709 relative_energy_kj_mol=78.7
C 2.0741 0.0892 0.9094 -0.6 -0.4 -0.2 -0.516
O 1.9913 -0.5298 -0.3719 0.1 0.0 -0.2 -0.500
H 1.8249 1.1495 0.8676 0.4 0.1 0.0 0.260
H 3.0514 -0.1227 1.3463 0.0 0.3 0.1 0.253
H 1.2909 -0.3512 1.5293 0.1 -0.1 0.1 0.192
H 1.9619 0.1383 -1.0614 0.0 0.0 0.2 0.301
C -2.3556 0.1291 -0.4741 0.6 -0.7 0.5 -0.526
O -0.9904 -0.2597 -0.3244 0.0 0.4 0.1 -0.433
H -2.5513 0.9529 0.2104 0.2 0.3 -0.3 0.204
H -2.5795 0.3649 -1.5053 -0.3 0.3 -0.2 0.237
H -2.9825 -0.6770 -0.1139 -0.4 -0.3 -0.2 0.248
H -0.7351 -0.8835 -1.0120 -0.1 0.1 0.1 0.280